(1)
ORCA calculation (ωB97M-V/def2-TZVPD) on a structure of composition C29H23FeNO3P in a non-equilibrium geometry.

Geometry (Å):
C 6.56320 0.08785 -0.50181
C 5.83545 0.97653 0.29774
C 4.44344 0.92849 0.31833
C 3.76830 -0.02615 -0.46110
P 1.95977 -0.02265 -0.52131
C 1.49297 1.02707 -1.92684
C 0.12146 1.15652 -2.19429
C -0.31200 1.97972 -3.22944
C 0.62035 2.67557 -4.00438
C 1.98872 2.53883 -3.74842
C 2.43325 1.71218 -2.71434
C 1.53040 -1.71302 -1.00840
C 1.32624 -2.62898 0.03109
C 0.94695 -3.93374 -0.27219
C 0.77817 -4.32446 -1.60455
C 1.00034 -3.41215 -2.64184
C 1.38111 -2.09967 -2.34866
C 0.93815 0.43762 0.82342
C 0.23401 1.64133 0.78628
N -0.40383 2.63979 0.78458
C 4.50309 -0.93741 -1.24226
C 5.89618 -0.87249 -1.26850
H 7.65301 0.14107 -0.53371
H 6.35971 1.71613 0.90149
H 3.86230 1.62635 0.92032
H -0.60514 0.61795 -1.58272
H -1.37941 2.08145 -3.41985
H 0.27774 3.32457 -4.80912
H 2.71599 3.07932 -4.35319
H 3.50121 1.60012 -2.51607
H 1.45717 -2.30868 1.06439
H 0.77782 -4.64450 0.53578
H 0.46761 -5.34420 -1.83717
H 0.87173 -3.71512 -3.68181
H 1.54967 -1.38032 -3.15352
H 0.92944 -0.14654 1.75567
H 3.98278 -1.69025 -1.83584
H 6.45399 -1.57226 -1.89353
O -7.01146 -0.48971 0.95759
C -6.14198 -0.06436 1.60092
Fe -5.00626 0.89776 2.59116
C -5.52004 2.50631 1.85357
O -6.24595 3.29072 1.40545
C -6.30235 1.02375 3.75892
O -7.35070 1.27602 4.21276
C -2.71315 0.22414 1.40878
C -3.16906 -1.08427 1.91432
C -4.16309 -0.84730 3.04533
C -3.75920 0.06499 4.06633
C -3.06752 1.17545 3.62903
C -2.96724 1.34528 2.21174
H -2.24290 0.31011 0.41569
H -3.62305 -1.70706 1.12366
H -2.31306 -1.68256 2.30642
H -4.82566 -1.67391 3.31556
H -4.05196 -0.06825 5.11938
H -2.65535 1.92162 4.31649
H -2.79138 2.36544 1.83271

Its HOMO energy (spin up / spin down) is -7.747 / -10.469 eV. The calculation puts the LUMO energy (spin up / spin down) at -3.0 / -6.3 eV. For the total energy, the calculation gives -3003.96767 Eh. Its net charge is +1. As for the expectation value of S²: 6.17. Its gap between HOMO and LUMO (spin up / spin down) is 4.7669 / 4.1935 eV. Its multiplicity is 5. The energy above the lowest of the compared OMol25 structures with the same formula, charge and spin is 0.0 kJ/mol.

Electronic structure analysis, Löwdin charges in units of e: atom 1 (C): -0.044, atom 2 (C): -0.054, atom 3 (C): -0.072, atom 4 (C): -0.310, atom 5 (P): 1.080, atom 6 (C): -0.312, atom 7 (C): -0.095, atom 8 (C): -0.046, atom 9 (C): -0.042, atom 10 (C): -0.050, atom 11 (C): -0.051, atom 12 (C): -0.320, atom 13 (C): -0.075, atom 14 (C): -0.052, atom 15 (C): -0.046, atom 16 (C): -0.048, atom 17 (C): -0.070, atom 18 (C): -0.106, atom 19 (C): -0.257, atom 20 (N): 0.255, atom 21 (C): -0.059, atom 22 (C): -0.048, atom 23 (H): 0.120, atom 24 (H): 0.118, atom 25 (H): 0.113, atom 26 (H): 0.106, atom 27 (H): 0.119, atom 28 (H): 0.118, atom 29 (H): 0.117, atom 30 (H): 0.111, atom 31 (H): 0.106, atom 32 (H): 0.118, atom 33 (H): 0.119, atom 34 (H): 0.119, atom 35 (H): 0.119, atom 36 (H): 0.109, atom 37 (H): 0.109, atom 38 (H): 0.120, atom 39 (O): 0.157, atom 40 (C): -0.113, atom 41 (Fe): 0.128, atom 42 (C): -0.083, atom 43 (O): 0.134, atom 44 (C): -0.140, atom 45 (O): 0.136, atom 46 (C): -0.097, atom 47 (C): -0.200, atom 48 (C): -0.251, atom 49 (C): -0.162, atom 50 (C): -0.134, atom 51 (C): -0.215, atom 52 (H): 0.095, atom 53 (H): 0.122, atom 54 (H): 0.119, atom 55 (H): 0.122, atom 56 (H): 0.136, atom 57 (H): 0.126, atom 58 (H): 0.102

***

(2)
ORCA calculation (ωB97M-V/def2-TZVPD) on a cluster of 6 separate species, C31H79N7O11 in total in a non-equilibrium geometry.

Geometry (Å):
C 7.49912 -23.68734 -13.49129
O 7.12600 -24.81630 -13.01693
N 8.58337 -22.96995 -13.13540
N 6.74616 -23.08773 -14.42161
H 8.84624 -22.18127 -13.69975
H 9.36976 -23.55060 -12.80523
H 5.97150 -23.61005 -14.76670
H 6.87758 -22.09881 -14.62825
C 7.82013 -16.69480 -14.64106
O 8.34011 -17.63926 -13.70340
C 9.81500 -17.66652 -13.70049
C 10.20113 -19.02530 -13.24626
N 9.76958 -19.45412 -11.94815
C 10.56858 -20.62528 -11.38675
C 9.96893 -21.29002 -10.11329
O 9.62542 -20.48897 -9.03815
C 10.67705 -19.56128 -8.60608
H 6.74313 -16.77308 -14.78068
H 8.25912 -16.79587 -15.62406
H 8.06556 -15.73941 -14.17872
H 10.09412 -16.83701 -13.03376
H 10.08555 -17.59288 -14.78118
H 11.28477 -19.18878 -13.32384
H 9.74419 -19.65941 -14.07871
H 8.82057 -19.83464 -11.90667
H 11.61462 -20.30896 -11.35064
H 10.68414 -21.39150 -12.10161
H 10.67207 -22.06233 -9.74430
H 9.05495 -21.68698 -10.48983
H 10.82704 -18.78501 -9.31973
H 11.61370 -20.03871 -8.27159
H 10.11569 -19.13259 -7.74667
C 2.74436 -25.68966 -11.76098
O 2.44915 -25.56172 -13.14710
C 3.61945 -25.16807 -13.90311
C 3.11285 -24.79456 -15.32609
N 4.30804 -24.38461 -16.10131
C 4.99139 -25.33203 -16.86541
C 4.46221 -25.38459 -18.36169
O 3.13029 -25.98444 -18.32062
C 2.59480 -25.90112 -19.67008
H 1.92439 -26.33436 -11.38794
H 2.82182 -24.75310 -11.21604
H 3.76059 -26.14137 -11.62932
H 4.36698 -25.93364 -13.90796
H 4.09373 -24.35364 -13.36597
H 2.38002 -23.99181 -15.27639
H 2.53993 -25.63240 -15.83175
H 4.17405 -23.61829 -16.71278
H 4.74545 -26.34725 -16.54001
H 6.05761 -25.11636 -16.93875
H 5.13719 -25.96259 -18.98608
H 4.42446 -24.37373 -18.80825
H 1.78674 -26.56678 -19.77131
H 3.38136 -26.08390 -20.43455
H 2.26546 -24.87007 -19.87523
C 6.74316 -23.97063 -8.30217
O 6.09106 -22.74919 -8.01632
C 6.83919 -21.58468 -8.15812
C 5.97161 -20.53116 -7.50118
N 4.95769 -20.03851 -8.43897
C 4.26834 -18.84914 -7.90504
C 3.53931 -17.98307 -8.95662
O 2.50553 -18.85397 -9.44100
C 1.79342 -18.37772 -10.56497
H 6.80262 -24.15133 -9.38899
H 5.95423 -24.62513 -7.85119
H 7.72692 -24.08611 -7.79455
H 7.08759 -21.25566 -9.18097
H 7.87384 -21.76596 -7.71289
H 6.73575 -19.81188 -7.19068
H 5.40340 -20.92318 -6.63373
H 4.20703 -20.69218 -8.52781
H 4.95285 -18.11094 -7.39082
H 3.53515 -19.14047 -7.03698
H 4.24152 -17.65479 -9.78702
H 3.00200 -17.20226 -8.44192
H 1.03941 -17.61813 -10.33838
H 1.34328 -19.19791 -11.11287
H 2.51755 -17.94585 -11.29551
C 8.39039 -19.68545 -18.83030
O 7.17828 -19.60445 -18.04008
C 7.61571 -19.80378 -16.70200
C 6.43085 -19.69587 -15.80593
N 6.71124 -20.09790 -14.43499
C 5.48682 -20.07760 -13.69558
C 5.64391 -20.73165 -12.36674
O 6.92702 -20.27897 -11.74607
C 6.63309 -18.97285 -11.18506
H 9.11063 -18.98487 -18.45949
H 8.14462 -19.40582 -19.91107
H 8.77760 -20.67170 -18.76380
H 8.23078 -18.90966 -16.47070
H 8.31689 -20.68624 -16.51929
H 5.67780 -20.36915 -16.21398
H 6.00185 -18.71614 -15.86614
H 7.37421 -19.44021 -13.97368
H 4.69071 -20.67728 -14.17449
H 5.05874 -19.05147 -13.67944
H 5.76523 -21.84796 -12.46260
H 4.83521 -20.52018 -11.66196
H 5.99859 -18.99811 -10.32806
H 6.03114 -18.46711 -11.90336
H 7.53830 -18.36250 -10.95007
C 9.03431 -27.46659 -12.44783
O 9.81070 -26.41166 -11.99121
C 9.20940 -25.54645 -11.02703
C 9.70150 -25.99723 -9.62136
N 10.96063 -25.31343 -9.28960
C 12.03574 -25.46037 -10.29066
C 12.74846 -26.81500 -10.20764
O 12.84282 -27.30226 -8.77443
C 13.58764 -26.39359 -7.98378
H 9.68881 -28.00309 -13.05148
H 8.15351 -27.11760 -13.00504
H 8.68581 -28.15688 -11.71300
H 8.09856 -25.51944 -11.17540
H 9.54156 -24.48148 -11.08900
H 9.69502 -27.10263 -9.51662
H 8.92863 -25.67519 -8.94663
H 11.36752 -25.65894 -8.45847
H 12.66930 -24.59057 -10.25842
H 11.59234 -25.33165 -11.30401
H 13.76721 -26.74347 -10.64938
H 12.25383 -27.63096 -10.72561
H 13.18643 -25.39290 -7.86958
H 14.64968 -26.36133 -8.34128
H 13.61926 -26.87296 -6.95185

Its HOMO energy is -8.590 eV. The calculation puts the LUMO energy at 0.5 eV. For the total energy, the calculation gives -2439.14439 Eh. Its net charge is 0. Its gap between HOMO and LUMO is 9.0832 eV. The energy above the lowest of the compared OMol25 structures with the same formula, charge and spin is 206.0 kJ/mol.

Atom charges from the Löwdin analysis, given in e for atoms 1 to 99: atom 1 (C): -0.630, atom 2 (O): -0.039, atom 3 (N): 0.182, atom 4 (N): 0.174, atom 5 (H): 0.088, atom 6 (H): 0.103, atom 7 (H): 0.058, atom 8 (H): 0.063, atom 9 (C): -0.099, atom 10 (O): -0.255, atom 11 (C): -0.172, atom 12 (C): -0.251, atom 13 (N): -0.017, atom 14 (C): -0.174, atom 15 (C): -0.233, atom 16 (O): -0.216, atom 17 (C): -0.057, atom 18 (H): 0.084, atom 19 (H): 0.072, atom 20 (H): 0.091, atom 21 (H): 0.132, atom 22 (H): 0.127, atom 23 (H): 0.126, atom 24 (H): 0.124, atom 25 (H): 0.061, atom 26 (H): 0.106, atom 27 (H): 0.071, atom 28 (H): 0.127, atom 29 (H): 0.089, atom 30 (H): 0.063, atom 31 (H): 0.092, atom 32 (H): 0.096, atom 33 (C): -0.118, atom 34 (O): -0.208, atom 35 (C): -0.199, atom 36 (C): -0.146, atom 37 (N): -0.093, atom 38 (C): -0.218, atom 39 (C): -0.196, atom 40 (O): -0.201, atom 41 (C): -0.097, atom 42 (H): 0.094, atom 43 (H): 0.075, atom 44 (H): 0.094, atom 45 (H): 0.107, atom 46 (H): 0.102, atom 47 (H): 0.115, atom 48 (H): 0.129, atom 49 (H): 0.095, atom 50 (H): 0.128, atom 51 (H): 0.111, atom 52 (H): 0.107, atom 53 (H): 0.117, atom 54 (H): 0.065, atom 55 (H): 0.089, atom 56 (H): 0.087, atom 57 (C): -0.099, atom 58 (O): -0.210, atom 59 (C): -0.245, atom 60 (C): -0.196, atom 61 (N): -0.052, atom 62 (C): -0.221, atom 63 (C): -0.206, atom 64 (O): -0.219, atom 65 (C): -0.120, atom 66 (H): 0.084, atom 67 (H): 0.103, atom 68 (H): 0.089, atom 69 (H): 0.107, atom 70 (H): 0.132, atom 71 (H): 0.119, atom 72 (H): 0.128, atom 73 (H): 0.104, atom 74 (H): 0.123, atom 75 (H): 0.144, atom 76 (H): 0.127, atom 77 (H): 0.111, atom 78 (H): 0.083, atom 79 (H): 0.080, atom 80 (H): 0.085, atom 81 (C): -0.094, atom 82 (O): -0.174, atom 83 (C): -0.255, atom 84 (C): -0.217, atom 85 (N): -0.061, atom 86 (C): -0.252, atom 87 (C): -0.149, atom 88 (O): -0.237, atom 89 (C): -0.098, atom 90 (H): 0.069, atom 91 (H): 0.115, atom 92 (H): 0.068, atom 93 (H): 0.101, atom 94 (H): 0.146, atom 95 (H): 0.124, atom 96 (H): 0.108, atom 97 (H): 0.099, atom 98 (H): 0.131, atom 99 (H): 0.123

***

(3)
ORCA calculation (ωB97M-V/def2-TZVPD) on a structure of composition C13H27EuNSi2 in a non-equilibrium geometry.

Geometry (Å):
Eu 1.41254 1.37448 0.28156
C 2.40515 3.13001 -0.34321
H 1.76542 3.74981 -0.97760
H 2.64445 3.65927 0.58924
H 3.33188 2.89948 -0.88217
H 3.15930 0.57750 0.09493
H 3.02295 0.75999 0.92980
C 1.74324 -1.95644 1.91631
Si -0.02731 -1.40791 1.72035
C -1.04856 -2.85538 1.12263
C -0.63972 -0.93835 3.43069
C -0.16317 0.00864 0.48498
C 0.58842 -0.32886 -1.19290
C 0.30473 -1.25984 -2.18446
C 1.07145 -1.24781 -3.35775
C 2.10118 -0.31941 -3.53693
C 2.40965 0.61527 -2.56881
N 1.66725 0.52639 -1.56675
Si -1.85089 0.77706 0.13013
C -2.81057 -0.26205 -1.09840
C -2.96484 1.04382 1.60593
C -1.54080 2.43491 -0.67331
H 1.77427 -2.80980 2.62569
H 2.34075 -1.12518 2.33141
H 2.15142 -2.27233 0.94039
H -0.95691 -3.69031 1.84395
H -2.11047 -2.55966 1.05148
H -0.68300 -3.18588 0.13377
H -0.05790 -0.08291 3.81854
H -1.70814 -0.67369 3.40744
H -0.51896 -1.80481 4.10843
H -0.49687 -1.98287 -2.03557
H 0.85516 -1.98314 -4.13541
H 2.68918 -0.33635 -4.45828
H 3.21258 1.32980 -2.66540
H -2.99864 -1.27083 -0.69148
H -3.77898 0.22954 -1.31144
H -2.25013 -0.34165 -2.04600
H -2.45105 1.65731 2.36824
H -3.87926 1.56678 1.26552
H -3.26620 0.06722 2.02267
H -1.01131 3.09671 0.03731
H -0.92687 2.29739 -1.58261
H -2.51042 2.89407 -0.95287

Its HOMO energy (spin up / spin down) is -4.955 / -6.213 eV. The calculation puts the LUMO energy (spin up / spin down) at 0.2 / 0.2 eV. For the total energy, the calculation gives -1855.29318 Eh. Its net charge is 0. As for the expectation value of S²: 15.84. Its gap between HOMO and LUMO (spin up / spin down) is 5.1702 / 6.4040 eV. Its multiplicity is 8.

Electronic structure analysis, Löwdin charges in units of e: atom 1 (Eu): 1.148, atom 2 (C): -0.393, atom 3 (H): -0.029, atom 4 (H): -0.026, atom 5 (H): -0.035, atom 6 (H): 0.044, atom 7 (H): -0.014, atom 8 (C): -0.208, atom 9 (Si): 0.348, atom 10 (C): -0.189, atom 11 (C): -0.181, atom 12 (C): -0.518, atom 13 (C): -0.190, atom 14 (C): -0.062, atom 15 (C): -0.057, atom 16 (C): -0.053, atom 17 (C): -0.173, atom 18 (N): -0.177, atom 19 (Si): 0.352, atom 20 (C): -0.186, atom 21 (C): -0.188, atom 22 (C): -0.207, atom 23 (H): 0.040, atom 24 (H): 0.009, atom 25 (H): 0.034, atom 26 (H): 0.035, atom 27 (H): 0.023, atom 28 (H): 0.027, atom 29 (H): 0.035, atom 30 (H): 0.011, atom 31 (H): 0.041, atom 32 (H): 0.103, atom 33 (H): 0.108, atom 34 (H): 0.107, atom 35 (H): 0.120, atom 36 (H): 0.026, atom 37 (H): 0.036, atom 38 (H): 0.022, atom 39 (H): 0.040, atom 40 (H): 0.042, atom 41 (H): 0.027, atom 42 (H): 0.026, atom 43 (H): 0.033, atom 44 (H): 0.046